Formula: C8H11O
Source: OMol25
Level of theory: ωB97M-V with the def2-TZVPD basis set

Geometry (Å):
1 O 1.47 1.45 -0.52
2 C 1.09 -0.43 0.89
3 C -1.35 -0.59 0.01
4 C -0.18 -0.71 0.96
5 C 3.20 -0.16 -0.48
6 C -2.16 -1.65 -0.65
7 C -1.51 0.70 0.07
8 C 1.90 0.41 -0.07
9 C -1.71 2.03 0.18
10 H 1.61 -0.80 1.74
11 H -1.70 2.62 -0.68
12 H 3.71 0.62 -1.18
13 H -2.50 -1.24 -1.70
14 H -1.65 -2.51 -0.82
15 H -0.77 2.29 0.73
16 H -0.60 -1.05 1.93
17 H -2.53 2.31 0.83
18 H 2.91 -0.97 -1.24
19 H -3.06 -1.83 -0.20
20 H 3.82 -0.49 0.20

The spin multiplicity is 1. Its molar mass is 123.175 g/mol. The value obtained for the total energy is -386.2536 Eh. The value obtained for the largest force on an atom is 6.82 eV Å⁻¹. As for the HOMO energy: -13.96 eV. The energy above the lowest of the compared OMol25 structures with the same formula, charge and spin comes out at 24.7 kcal/mol. The HOMO-LUMO gap is 8.42 eV. Its net charge is +1.



Formula: C8H11O3
Source: OMol25
Level of theory: ωB97M-V with the def2-TZVPD basis set

Geometry (Å):
1 O 1.70 1.37 -1.70
2 O 1.01 2.34 0.52
3 O -1.52 1.84 -1.22
4 C -1.60 -1.58 -0.03
5 C -0.87 -0.86 1.16
6 C 2.80 -0.21 -0.21
7 C 0.47 1.35 1.09
8 C -0.53 0.54 0.59
9 C -2.30 -0.41 -0.85
10 C 2.43 0.33 -1.67
11 C -1.35 0.79 -0.60
12 H 0.61 1.34 2.22
13 H 1.17 1.70 -0.90
14 H -2.41 -0.60 -1.85
15 H 2.78 0.57 0.49
16 H -1.60 -0.68 2.05
17 H -2.40 -2.28 0.40
18 H -3.24 -0.17 -0.40
19 H 2.00 -0.89 0.28
20 H -0.85 -2.31 -0.66
21 H 3.82 -0.66 -0.25
22 H -0.12 -1.52 1.52

The spin multiplicity is 1. Its molar mass is 155.173 g/mol. The value obtained for the total energy is -537.0676 Eh. The value obtained for the largest force on an atom is 3.94 eV Å⁻¹. As for the HOMO energy: -3.72 eV. The energy above the lowest of the compared OMol25 structures with the same formula, charge and spin comes out at 68.0 kcal/mol. The HOMO-LUMO gap is 7.54 eV. Its net charge is -1.



Formula: C8H11O3
Source: OMol25
Level of theory: ωB97M-V with the def2-TZVPD basis set

Geometry (Å):
1 O 2.26 0.62 -1.17
2 O -2.16 -1.31 -0.66
3 O -0.10 2.00 -0.41
4 C -0.02 0.71 0.10
5 C 1.20 -1.42 -0.29
6 C 1.45 0.10 -0.29
7 C 2.49 0.54 0.89
8 C 0.05 -2.06 0.01
9 C -2.54 0.78 0.58
10 C -1.44 0.01 -0.04
11 C -1.30 -1.47 0.34
12 H 3.51 0.19 0.65
13 H 2.09 -2.05 -0.46
14 H -3.53 0.38 0.26
15 H 2.49 1.64 0.93
16 H 0.11 0.72 1.22
17 H -2.50 1.86 0.34
18 H 0.00 -3.16 -0.13
19 H 2.24 0.14 1.88
20 H -1.77 -1.75 1.29
21 H -0.40 2.53 0.34
22 H -2.50 0.70 1.71

The spin multiplicity is 2. Its molar mass is 155.173 g/mol. The value obtained for the total energy is -536.9188 Eh. The value obtained for the largest force on an atom is 4.08 eV Å⁻¹. As for the HOMO energy (spin up / spin down): -9.37 / -9.42 eV. The energy above the lowest of the compared OMol25 structures with the same formula, charge and spin comes out at 54.9 kcal/mol. The HOMO-LUMO gap (spin up / spin down) is 9.89 / 8.10 eV. As for the expectation value of S²: 0.75.



Formula: C8H11O3P
Source: OMol25
Level of theory: ωB97M-V with the def2-TZVPD basis set

Geometry (Å):
1 P 0.69 -2.68 -0.09
2 O 1.81 -2.72 0.94
3 O 1.06 -3.23 -1.44
4 O -0.64 -3.21 0.51
5 C 1.64 1.15 -0.76
6 C -0.99 -0.92 -2.00
7 C 1.28 -0.12 -0.99
8 C -0.08 -0.65 2.19
9 C -0.48 -0.15 0.79
10 C 0.27 -0.82 -0.28
11 C -0.33 1.39 0.61
12 C 0.71 1.95 0.01
13 H -1.55 -1.86 -1.91
14 H -1.38 -0.02 -2.00
15 H 0.66 0.06 2.74
16 H -1.63 -0.19 0.86
17 H -1.04 2.12 1.09
18 H 2.41 1.78 -1.30
19 H 1.81 -0.80 -1.70
20 H -0.90 -0.85 2.82
21 H 0.58 -1.45 2.14
22 H -0.29 -0.85 -2.84
23 H 0.74 2.96 0.05

The spin multiplicity is 1. Its molar mass is 186.147 g/mol. The value obtained for the total energy is -878.4293 Eh. The value obtained for the largest force on an atom is 5.62 eV Å⁻¹. As for the HOMO energy: 0.51 eV. The energy above the lowest of the compared OMol25 structures with the same formula, charge and spin comes out at 22.7 kcal/mol. The HOMO-LUMO gap is 5.53 eV. Its net charge is -2.



Formula: C8H11O4S
Source: OMol25
Level of theory: ωB97M-V with the def2-TZVPD basis set

Geometry (Å):
1 S 0.08 -2.03 1.19
2 O -0.54 -3.20 0.61
3 O -1.43 -0.94 1.51
4 O 0.52 -2.17 2.52
5 O -2.29 0.95 0.88
6 C -1.33 0.24 1.02
7 C 1.22 -1.05 0.14
8 C 0.67 1.38 1.96
9 C 0.10 0.71 0.73
10 C -0.37 0.86 -1.79
11 C -0.46 -0.65 -1.66
12 C 0.85 -1.35 -1.24
13 C 0.15 1.67 -0.52
14 H 1.29 1.70 -0.76
15 H -1.37 1.11 -2.04
16 H 0.68 -2.48 -1.22
17 H 0.51 2.48 1.95
18 H 0.24 0.89 2.89
19 H 0.16 1.12 -2.71
20 H -1.11 -0.71 -0.76
21 H 1.76 1.27 1.99
22 H 1.71 -1.29 -1.98
23 H -0.20 2.62 -0.20
24 H -0.85 -1.15 -2.52

The spin multiplicity is 1. Its molar mass is 203.239 g/mol. The value obtained for the total energy is -1010.5025 Eh. The value obtained for the largest force on an atom is 5.19 eV Å⁻¹. As for the HOMO energy: -4.11 eV. The energy above the lowest of the compared OMol25 structures with the same formula, charge and spin comes out at 37.9 kcal/mol. The HOMO-LUMO gap is 7.76 eV. Its net charge is -1.



Formula: C8H11O5S
Source: OMol25
Level of theory: ωB97M-V with the def2-TZVPD basis set

Geometry (Å):
1 S 1.84 -2.21 -0.58
2 O 2.40 -3.11 0.48
3 O -1.31 1.71 0.99
4 O 1.21 -2.93 -1.71
5 O 2.58 -0.95 -0.80
6 O -0.26 0.15 -0.24
7 C -0.34 -0.93 0.64
8 C -0.34 2.29 -1.15
9 C -1.11 -2.07 0.15
10 C -0.78 3.75 -0.93
11 C 0.00 -1.87 2.90
12 C 0.45 1.94 -2.23
13 C -0.71 1.35 -0.01
14 C 0.21 -0.93 1.94
15 H -2.18 -2.09 0.63
16 H 0.62 0.81 -2.51
17 H -1.71 4.04 -1.34
18 H 0.78 2.60 -3.04
19 H -0.78 -3.09 0.41
20 H 1.11 -0.25 2.02
21 H -0.90 -2.04 -0.97
22 H 0.61 -1.77 3.80
23 H -0.65 3.89 0.08
24 H -0.03 4.35 -1.39
25 H -0.70 -2.65 2.86

The spin multiplicity is 1. Its molar mass is 219.238 g/mol. The value obtained for the total energy is -1085.7528 Eh. The value obtained for the largest force on an atom is 2.98 eV Å⁻¹. As for the HOMO energy (spin up / spin down): -3.85 / -3.33 eV. The energy above the lowest of the compared OMol25 structures with the same formula, charge and spin comes out at 65.0 kcal/mol. The HOMO-LUMO gap (spin up / spin down) is 7.10 / 6.47 eV. Its net charge is -1.



Question: Number 2 is which compound?
Answer: C8H11O3